This record from OMol25 describes 13 unconnected molecules or ions with the total composition C28H61B8F32N8O2 in a non-equilibrium geometry. The level of theory is wB97M-V/def2-TZVPD.

Calculated values
- energy relative to the best compared isomer or geometry (same formula, charge and spin) (kcal/mol) = 0.00
- LUMO energy (eV) = 2.60
- molecular weight (g/mol) = 1236.3
- HOMO energy (eV) = -2.63
- total charge = -3

Each line ends with the Löwdin charge.
CARTESIAN COORDINATES (ANGSTROEM)
C 1.42 3.08 -3.70  -0.0341
C 0.69 4.03 -4.66  -0.1492
N -0.73 3.71 -4.77  -0.0192
C -1.79 4.49 -4.35  0.0318
C -2.88 3.76 -4.61  -0.0118
N -2.52 2.49 -5.01  -0.0673
C -1.18 2.52 -5.14  -0.0184
C -3.41 1.38 -5.25  -0.0030
H 2.50 3.08 -3.60  0.0774
H 1.17 2.09 -4.09  0.0529
H 0.91 3.05 -2.74  0.0737
H 1.18 4.23 -5.62  0.1169
H 0.80 5.04 -4.25  0.1313
H -1.67 5.52 -4.01  0.1212
H -3.91 4.00 -4.40  0.1385
H -0.62 1.61 -5.30  0.1496
H -3.14 0.94 -6.21  0.0955
H -4.45 1.69 -5.32  0.0925
H -3.24 0.56 -4.56  0.0771
C 0.93 -8.16 -5.24  -0.0738
C 2.08 -7.19 -5.37  -0.1999
N 1.82 -5.88 -4.80  -0.0814
C 1.02 -4.88 -5.34  0.0132
C 1.05 -3.89 -4.43  0.0254
N 1.86 -4.25 -3.39  -0.0194
C 2.34 -5.47 -3.63  0.0070
C 2.14 -3.47 -2.20  0.0021
H 0.14 -7.93 -5.96  0.0755
H 0.37 -7.97 -4.32  0.0796
H 1.24 -9.19 -5.18  0.0733
H 2.38 -7.08 -6.41  0.1250
H 3.02 -7.53 -4.93  0.1230
H 0.52 -5.04 -6.28  0.1279
H 0.51 -2.95 -4.34  0.1241
H 3.00 -6.02 -2.98  0.1704
H 1.91 -2.43 -2.40  0.1099
H 3.20 -3.60 -1.97  0.0661
H 1.65 -3.76 -1.28  0.0969
C 0.29 -1.38 1.68  -0.0539
C 0.95 -0.78 0.44  -0.1157
N 0.63 0.63 0.47  -0.0240
C 1.35 1.66 1.04  -0.0015
C 0.82 2.84 0.65  0.0653
N -0.31 2.48 -0.11  -0.0425
C -0.40 1.17 -0.20  -0.0450
C -1.19 3.43 -0.77  0.0119
H 0.40 -2.46 1.67  0.0373
H -0.77 -1.11 1.71  0.0615
H 0.81 -0.90 2.52  0.0782
H 0.60 -1.17 -0.52  0.1088
H 2.03 -0.91 0.52  0.1284
H 2.26 1.52 1.61  0.1224
H 1.00 3.91 0.65  0.1468
H -1.10 0.54 -0.71  0.1511
H -1.98 2.86 -1.25  0.1021
H -0.69 4.13 -1.44  0.0962
H -1.66 4.15 -0.09  0.0919
C 0.29 2.55 4.42  0.0263
N -1.19 2.29 4.54  -0.3286
C -1.76 2.53 5.87  -0.0107
C -1.87 3.30 3.61  0.0287
C -1.48 0.93 3.99  -0.1039
C -0.88 -0.25 4.71  -0.1852
O -1.28 -0.38 6.10  -0.0927
H 0.70 2.02 5.28  0.1037
H 0.52 3.60 4.56  0.1180
H 0.68 2.24 3.46  0.0819
H -1.43 1.81 6.62  0.0843
H -2.84 2.55 5.81  0.1127
H -1.43 3.48 6.30  0.1133
H -1.56 4.27 3.97  0.1109
H -2.94 3.13 3.64  0.1090
H -1.41 3.17 2.63  0.1039
H -1.11 0.89 2.96  0.1254
H -2.55 0.86 3.83  0.1401
H 0.21 -0.28 4.71  0.1118
H -1.34 -1.15 4.29  0.0964
H -1.44 -1.30 6.32  0.0582
C -0.45 -6.12 4.09  0.0088
N -0.33 -4.87 3.26  -0.3505
C -1.60 -4.02 3.41  0.0276
C 0.86 -4.08 3.79  0.0477
C -0.23 -5.11 1.76  -0.0902
C 1.14 -5.48 1.17  -0.2031
O 0.84 -6.10 -0.10  -0.0658
H -0.54 -5.74 5.11  0.1015
H 0.53 -6.58 4.02  0.1034
H -1.27 -6.74 3.76  0.1046
H -1.38 -3.14 2.81  0.0758
H -1.81 -3.80 4.45  0.1081
H -2.40 -4.67 3.07  0.1150
H 0.80 -3.09 3.34  0.0794
H 1.75 -4.63 3.50  0.1062
H 0.66 -3.90 4.85  0.1118
H -0.81 -4.36 1.22  0.1431
H -0.81 -6.03 1.63  0.1247
H 1.91 -6.02 1.72  0.1269
H 1.62 -4.55 0.86  0.1197
H 0.72 -7.04 0.06  0.0836
B -0.48 -0.55 -3.53  -1.2962
F -0.10 0.66 -2.99  0.1464
F 0.19 -0.74 -4.78  0.0572
F -0.14 -1.53 -2.64  0.1347
F -1.84 -0.55 -3.93  0.0825
B 3.77 0.53 3.61  -1.2839
F 2.41 0.77 3.85  0.0846
F 4.42 0.40 4.86  0.0579
F 3.85 -0.73 2.95  0.0552
F 4.37 1.46 2.80  0.1551
B -3.45 -0.77 1.12  -1.2621
F -3.28 0.59 1.36  0.1261
F -4.74 -0.96 0.59  0.0876
F -2.41 -1.25 0.31  0.0974
F -3.32 -1.52 2.33  0.0520
B 0.02 6.44 1.68  -1.2878
F 1.30 6.72 1.20  0.0932
F -0.87 6.24 0.60  0.1046
F 0.03 5.31 2.53  0.0877
F -0.39 7.55 2.41  0.0994
B -2.54 6.88 -1.98  -1.2805
F -1.18 6.83 -2.40  0.0561
F -3.34 7.12 -3.15  0.0289
F -2.90 5.67 -1.42  0.1247
F -2.68 7.88 -1.04  0.1334
B 4.74 -2.22 -1.38  -1.2135
F 4.83 -3.48 -2.03  0.0468
F 3.39 -1.97 -1.06  0.0665
F 5.42 -2.34 -0.13  0.0814
F 5.33 -1.29 -2.21  0.1423
B -3.99 6.04 2.63  -1.2648
F -2.88 6.74 3.12  0.1099
F -3.64 4.75 2.18  0.0758
F -4.95 5.85 3.68  0.0266
F -4.51 6.80 1.59  0.1112
B 4.24 3.42 -1.23  -1.2808
F 3.86 3.13 0.10  0.0861
F 4.21 2.27 -1.99  0.1102
F 3.34 4.38 -1.70  0.0866
F 5.50 4.07 -1.13  0.0601

This record from OMol25 describes a molecular structure, C28H61CaF4IN5O17PS3 in a non-equilibrium geometry. The level of theory is wB97M-V/def2-TZVPD.

Calculated values
- LUMO energy (eV) = -2.87
- molecular weight (g/mol) = 1110.0
- HOMO energy (eV) = -6.88

Each line ends with the Löwdin charge.
CARTESIAN COORDINATES (ANGSTROEM)
N 0.91 -1.95 2.38  0.0183
C 1.24 -1.64 0.97  -0.2445
C 1.25 -0.14 0.70  -0.1731
C 0.14 0.44 -0.17  -0.2601
C -1.21 -0.26 -0.18  -0.2192
C -1.87 -0.29 1.19  -0.1686
C -3.10 -1.24 1.21  -0.7281
I -2.90 -2.51 2.97  1.1129
C -4.40 -0.44 1.36  -0.1661
C -4.60 0.23 2.71  -0.2682
F -5.51 -0.46 3.48  -0.0680
O -3.21 -1.92 -0.04  -0.1116
C -3.30 -3.26 -0.11  -0.7015
O -4.32 -3.88 -0.06  0.1016
P -1.70 -4.13 -0.48  0.4816
S -0.90 -3.54 -2.14  0.2578
H 1.61 -2.55 2.78  0.0677
H 0.00 -2.36 2.48  -0.0471
H 0.64 -2.21 0.26  0.0682
H 2.26 -1.97 0.82  0.1021
H 2.19 0.04 0.16  0.0573
H 1.34 0.40 1.64  0.1231
H 0.48 0.47 -1.19  -0.1124
H -0.03 1.47 0.16  0.1411
H -1.88 0.31 -0.84  0.1219
H -1.12 -1.24 -0.64  0.0319
H -2.25 0.70 1.43  0.1289
H -1.17 -0.53 1.97  0.0744
H -5.20 -1.14 1.13  0.1297
H -4.37 0.31 0.57  0.1306
H -4.99 1.22 2.54  0.1306
H -3.65 0.36 3.22  0.0790
H -1.97 -5.49 -0.39  -0.0029
H -0.90 -3.85 0.65  -0.0337
C -3.95 -7.66 -1.92  -0.1432
O -4.13 -6.35 -2.47  -0.1441
H -3.51 -8.29 -2.69  0.0730
H -3.29 -7.64 -1.06  0.0694
H -4.91 -8.09 -1.63  0.0815
H -4.52 -5.81 -1.78  0.0543
Ca 0.28 0.70 -2.72  1.6713
C -1.81 -6.12 -4.55  -0.2905
S -0.16 -6.83 -4.48  0.7811
O 0.79 -5.77 -4.88  -0.5547
C -0.36 -7.93 -5.89  -0.2707
H -1.90 -5.38 -3.77  -0.0431
H -1.97 -5.66 -5.52  0.0662
H -2.55 -6.90 -4.38  0.0339
H -0.61 -7.34 -6.77  0.0583
H -1.15 -8.65 -5.68  0.0507
H 0.58 -8.45 -6.05  0.0496
C -4.18 1.21 5.90  -0.3673
O -3.47 2.05 5.37  -0.0028
N -4.81 1.35 7.07  -0.1831
C -5.64 0.30 7.63  -0.0486
C -4.65 2.60 7.80  -0.0325
H -4.36 0.22 5.43  0.1102
H -6.66 0.66 7.76  0.0910
H -5.25 0.00 8.60  0.0921
H -5.65 -0.56 6.96  0.0822
H -5.01 3.43 7.19  0.0957
H -3.60 2.77 8.03  0.0763
H -5.22 2.56 8.73  0.0831
C -2.03 3.18 -5.08  -0.6602
O -1.30 2.54 -4.29  -0.1139
N -3.35 3.40 -4.81  0.1655
N -1.54 3.68 -6.21  0.2087
H -3.95 3.91 -5.42  0.1076
H -3.72 3.02 -3.96  0.0998
H -0.55 3.52 -6.40  0.0791
H -2.07 4.21 -6.87  0.1249
C 3.27 5.86 -6.87  -0.6837
F 4.28 6.41 -7.53  0.1312
F 3.79 5.01 -5.96  0.1048
F 2.65 6.84 -6.19  0.1087
S 2.12 4.99 -8.00  0.4415
O 2.93 3.98 -8.63  -0.3223
O 1.65 6.03 -8.88  -0.3150
O 1.10 4.47 -7.10  -0.3682
C 10.66 6.06 -8.31  -0.0679
C 9.71 5.56 -7.24  -0.2195
O 8.39 5.37 -7.76  0.0394
C 8.21 4.22 -8.42  -0.6181
O 9.04 3.37 -8.59  0.1145
O 6.96 4.20 -8.86  0.0188
C 6.62 3.04 -9.63  -0.0289
H 10.26 6.95 -8.79  0.0802
H 11.63 6.30 -7.87  0.0769
H 10.81 5.31 -9.08  0.0743
H 9.60 6.31 -6.45  0.1205
H 10.07 4.65 -6.78  0.1210
H 6.87 2.13 -9.09  0.0946
H 7.13 3.07 -10.59  0.0962
H 5.55 3.08 -9.79  0.0892
C -0.94 2.91 10.45  -0.0077
C -2.16 3.81 10.48  -0.5467
O -3.29 3.37 10.40  0.0152
N -1.94 5.15 10.61  0.0090
C -0.68 5.85 10.73  -0.0731
H -1.28 1.89 10.35  0.0814
H -0.30 3.16 9.61  0.0860
H -0.37 3.00 11.38  0.0851
H -2.79 5.69 10.63  0.1396
H -0.65 6.40 11.67  0.0836
H -0.57 6.56 9.91  0.0838
H 0.15 5.16 10.70  0.0711
C 4.58 -0.40 0.03  -0.4191
O 3.69 -0.78 -0.93  -0.3988
H 4.39 -0.82 1.05  0.0471
H 5.63 -0.68 -0.17  0.0542
H 4.65 0.70 0.23  0.0520
C -0.80 -5.52 5.51  -0.1235
C -0.05 -5.28 4.21  -0.1384
O 1.29 -5.11 4.66  0.0571
C 1.42 -5.73 5.87  -0.5618
O 2.44 -5.91 6.43  0.1872
O 0.20 -6.12 6.33  0.0629
H -1.65 -6.19 5.39  0.1319
H -1.14 -4.60 5.97  0.1314
H -0.09 -6.14 3.54  0.1349
H -0.39 -4.40 3.68  0.0628

This record from OMol25 describes 3 unconnected molecules or ions with the total composition C28H61N4O9P in a non-equilibrium geometry. The level of theory is wB97M-V/def2-TZVPD.

Calculated values
- LUMO energy (eV) = 0.29
- SMILES = CCCCN[C@]1([PH2]=O)OC(=O)[C@@H](CCO)[C@H]1CCN(CC)C(C)=O.COCCNCCOC.COCCNCCOC
- molecular weight (g/mol) = 628.8
- HOMO energy (eV) = -8.79

Each line ends with the Löwdin charge.
CARTESIAN COORDINATES (ANGSTROEM)
C 2.29 -1.73 0.52  -0.0934
C 1.40 -2.69 1.31  -0.2188
C -0.03 -2.74 0.74  -0.1733
C -1.05 -2.08 1.65  -0.1997
N -2.40 -2.15 1.07  0.0329
C -2.99 -0.88 0.75  -0.5321
P -3.59 -0.05 2.30  0.7796
O -4.01 -1.02 3.33  -0.4149
O -4.26 -1.19 0.14  -0.0093
C -3.97 -1.56 -1.16  -0.3780
O -4.51 -2.49 -1.73  0.1384
C -2.87 -0.62 -1.63  -0.1507
C -3.19 0.35 -2.76  -0.1007
C -4.41 1.28 -2.60  -0.2237
O -5.06 1.13 -1.35  -0.0526
C -2.22 -0.10 -0.33  -0.1842
C -2.05 1.39 -0.18  -0.1102
C -0.69 1.92 -0.68  -0.1313
N 0.46 1.08 -0.36  -0.0474
C 1.34 1.65 0.67  -0.2319
C 0.66 1.62 2.03  -0.0591
C 1.05 0.55 -1.51  -0.4627
C 2.54 0.47 -1.71  0.0090
O 0.32 0.11 -2.41  0.0506
H 2.03 -0.69 0.71  0.0345
H 2.19 -1.92 -0.55  0.0643
H 3.33 -1.91 0.78  0.0822
H 1.39 -2.44 2.37  0.0734
H 1.84 -3.67 1.18  0.1054
H -0.06 -2.28 -0.25  0.0980
H -0.35 -3.77 0.62  0.1130
H -0.74 -1.05 1.84  0.0957
H -1.03 -2.58 2.62  0.1265
H -3.02 -2.64 1.69  0.1193
H -4.65 0.77 1.88  0.0313
H -2.60 0.86 2.74  0.0049
H -2.14 -1.27 -2.10  0.1521
H -3.33 -0.23 -3.67  0.1257
H -2.30 0.94 -2.94  0.0790
H -5.14 1.13 -3.40  0.1132
H -4.08 2.31 -2.71  0.1075
H -5.13 1.99 -0.93  0.0825
H -1.24 -0.57 -0.34  0.1060
H -2.20 1.74 0.84  0.0736
H -2.81 1.90 -0.77  0.0994
H -0.76 2.11 -1.74  0.1015
H -0.53 2.89 -0.21  0.1230
H 2.24 1.07 0.77  0.0812
H 1.58 2.69 0.44  0.1247
H 1.36 2.01 2.77  0.0804
H 0.47 0.59 2.32  0.0573
H -0.24 2.22 2.06  0.0640
H 2.80 -0.57 -1.87  0.0777
H 3.16 0.92 -0.94  0.0717
H 2.75 0.98 -2.64  0.0894
C 3.46 -1.26 8.80  -0.1164
O 4.31 -2.08 8.02  -0.1959
C 4.33 -3.45 8.43  -0.2172
C 3.67 -4.33 7.40  -0.2168
N 2.23 -4.12 7.35  -0.0500
C 1.56 -4.76 6.23  -0.1971
C 1.93 -4.33 4.81  -0.2203
O 1.54 -3.00 4.49  -0.2130
C 2.45 -1.99 4.88  -0.0914
H 3.64 -0.23 8.50  0.0875
H 2.40 -1.49 8.65  0.0795
H 3.70 -1.34 9.87  0.0877
H 3.86 -3.57 9.41  0.1223
H 5.38 -3.74 8.52  0.1213
H 3.86 -5.38 7.66  0.1240
H 4.16 -4.13 6.43  0.1058
H 2.05 -3.12 7.30  0.0696
H 0.49 -4.59 6.35  0.1211
H 1.72 -5.84 6.31  0.1189
H 1.38 -4.97 4.12  0.1232
H 2.99 -4.48 4.59  0.1135
H 3.49 -2.34 4.84  0.0931
H 2.22 -1.60 5.87  0.0758
H 2.34 -1.16 4.17  0.0796
C -1.49 3.48 -9.39  -0.1150
O -1.67 4.42 -8.35  -0.1945
C -2.62 4.03 -7.37  -0.2177
C -1.95 3.74 -6.04  -0.2151
N -1.16 2.52 -6.11  -0.0407
C -0.31 2.28 -4.95  -0.1979
C 0.80 3.28 -4.65  -0.2237
O 1.85 3.30 -5.60  -0.1748
C 1.63 4.13 -6.73  -0.0976
H -0.86 3.95 -10.15  0.0880
H -1.00 2.56 -9.04  0.0795
H -2.45 3.22 -9.86  0.0877
H -3.21 3.17 -7.71  0.1225
H -3.31 4.87 -7.23  0.1212
H -2.73 3.61 -5.28  0.1177
H -1.35 4.61 -5.78  0.1068
H -0.58 2.55 -6.94  0.0714
H 0.16 1.30 -5.08  0.1233
H -0.94 2.20 -4.06  0.0863
H 1.27 2.97 -3.71  0.1101
H 0.42 4.30 -4.49  0.1129
H 1.03 5.01 -6.49  0.0886
H 1.15 3.58 -7.55  0.0735
H 2.60 4.46 -7.09  0.0876